Below is CHN5O2 as an isolated structure in a non-equilibrium geometry, with properties calculated with ωB97M-V/def2-TZVPD.

```
! RIJCOSX wB97M-V def2-TZVPD def2/J DEFGRID3
* xyz 0 1
C -0.11 0.31 -0.19
H -0.86 -1.49 2.05
N 0.16 0.54 -1.61
N 0.89 0.75 0.59
N 0.67 0.10 1.77
N -0.46 -0.66 1.47
N -1.01 -0.59 0.22
O 0.82 1.49 -1.86
O -0.11 -0.44 -2.44
*
```

The calculation puts the HOMO energy at -11.29 eV. The strongest force on any atom is 4.935 eV/Å. As for the HOMO-LUMO gap: 10.325 eV. As for the total energy: -12592.767 eV.

Want to see where the charge sits? The Mulliken charges in e are: C 0.402; H 0.313; N 0.807; N -0.084; N -0.362; N 0.253; N -0.387; O -0.448; O -0.496


Below is C48H42BrGeN7O8ReS as an isolated structure in a non-equilibrium geometry, with properties calculated with ωB97M-V/def2-TZVPD.

```
! RIJCOSX wB97M-V def2-TZVPD def2/J DEFGRID3
* xyz 0 4
Re 2.33 0.27 -0.84
C -2.67 7.40 -0.89
C -1.89 6.11 -0.58
C -1.67 5.24 -1.63
C -1.26 3.97 -1.35
C -0.86 3.64 -0.02
C -0.99 4.56 0.98
C -1.65 5.73 0.70
S -0.14 1.96 0.24
O -0.82 1.13 -0.67
O -0.26 1.73 1.63
N 1.42 2.03 -0.28
C 2.33 2.88 0.47
C 3.27 1.98 1.29
O 3.84 2.42 2.26
O 3.35 0.76 0.81
H -1.95 8.24 -1.01
H -3.28 7.66 -0.02
H -3.25 7.35 -1.82
H -2.09 5.41 -2.64
H -1.17 3.26 -2.18
H -0.69 4.28 2.02
H -1.78 6.44 1.55
H 1.67 3.42 1.21
H 2.89 3.51 -0.23
Br 7.79 -4.57 2.84
C 7.47 -3.05 1.72
C 6.22 -2.47 1.79
C 5.98 -1.27 1.13
C 7.00 -0.68 0.36
C 8.25 -1.23 0.38
C 8.49 -2.39 1.09
N 6.69 0.46 -0.36
C 5.60 0.49 -0.95
C 4.95 1.67 -1.56
C 5.72 2.81 -1.82
C 5.17 3.86 -2.55
C 3.91 3.72 -3.03
C 3.12 2.60 -2.72
N 3.60 1.62 -1.90
H 5.36 -2.85 2.27
H 4.99 -0.79 1.05
H 9.11 -0.88 -0.27
H 9.42 -2.95 1.07
H 5.08 -0.49 -1.07
H 6.67 2.82 -1.27
H 5.84 4.64 -2.88
H 3.54 4.41 -3.76
H 2.12 2.44 -3.15
N 3.25 -1.45 -1.52
C 3.08 -2.18 -2.39
C 2.66 -2.95 -3.47
C 1.30 -3.27 -3.29
N 0.16 -3.36 -3.08
C 3.55 -3.35 -4.47
N 4.29 -3.72 -5.28
N -1.18 -1.09 -2.15
C -1.11 -0.10 -3.25
C 0.30 0.62 -3.29
O 0.46 1.68 -3.86
O 1.17 -0.02 -2.55
H -1.98 -0.95 -1.56
H -0.34 -1.05 -1.49
H -1.15 -2.08 -2.48
H -1.88 0.65 -3.09
H -1.21 -0.57 -4.18
O 2.23 -2.60 0.92
C 1.15 -2.09 0.71
O 1.09 -0.87 0.17
C -0.09 -2.76 1.15
C -1.04 -1.81 1.91
Ge -2.95 -2.10 1.82
C -3.80 -0.46 2.32
C -5.13 -0.53 2.70
C -5.84 0.65 2.91
C -5.24 1.89 2.82
C -3.90 1.91 2.47
C -3.20 0.75 2.21
C -3.91 -3.39 3.00
C -3.92 -3.19 4.40
C -4.60 -4.06 5.20
C -5.41 -5.09 4.66
C -5.44 -5.24 3.28
C -4.62 -4.45 2.47
C -3.47 -2.32 -0.14
C -4.04 -1.24 -0.80
C -4.44 -1.32 -2.12
C -4.26 -2.50 -2.92
C -3.67 -3.54 -2.32
C -3.36 -3.48 -0.93
H 0.14 -3.73 1.68
H -0.55 -3.20 0.23
H -0.89 -0.80 1.55
H -0.68 -1.70 2.95
H -5.61 -1.46 2.92
H -6.89 0.60 3.25
H -5.84 2.77 3.08
H -3.35 2.87 2.34
H -2.21 0.85 1.79
H -3.25 -2.43 4.81
H -4.42 -3.87 6.25
H -5.97 -5.68 5.41
H -5.93 -6.11 2.79
H -4.65 -4.49 1.38
H -4.32 -0.30 -0.33
H -4.83 -0.46 -2.64
H -4.62 -2.43 -3.98
H -3.41 -4.40 -2.93
H -2.99 -4.34 -0.43
*
```

Its expectation value of S² is 3.77. The calculation puts the HOMO energy (spin up / spin down) at -8.45 / -8.54 eV. The strongest force on any atom is 4.258 eV/Å. As for the HOMO-LUMO gap (spin up / spin down): 7.383 / 6.714 eV. As for the total energy: -216790.923 eV.

Results of the Mulliken charge analysis, in e, for atoms 1 through 99: Re 1.630; C -1.454; C 1.037; C -0.860; C -0.526; C 0.130; C -0.429; C -0.889; S 0.287; O -0.101; O -0.904; N 0.531; C -0.503; C 0.564; O -0.680; O -0.736; H 0.285; H 0.375; H 0.362; H 0.283; H 0.154; H 0.399; H 0.330; H 0.441; H 0.272; Br -0.197; C -0.054; C -0.843; C 0.375; C 0.272; C -0.610; C -0.252; N -0.525; C -0.305; C 0.326; C -0.946; C -0.705; C -0.784; C 0.167; N 0.420; H 0.594; H 0.218; H 0.317; H 0.345; H 1.026; H 0.488; H 0.477; H 0.538; H 0.267; N -0.478; C 0.863; C -0.291; C 0.356; N -0.726; C -0.084; N -0.503; N 1.148; C -0.693; C 0.201; O -0.743; O -0.534; H -0.204; H -0.841; H 0.678; H 0.307; H 0.581; O -0.657; C 0.059; O 1.011; C -0.567; C 0.574; Ge 2.600; C -0.263; C -0.617; C -0.697; C -0.672; C -0.476; C 0.184; C -0.391; C -0.356; C -0.483; C -0.485; C -0.612; C -0.115; C 0.269; C -0.800; C -0.454; C -0.471; C -0.936; C -0.141; H 0.461; H -0.021; H -1.056; H 0.334; H 0.399; H 0.338; H 0.394; H 0.253; H 0.231